Record 1
{
  "formula": "C5H9NO",
  "method": "wB97M-V/def2-TZVPD",
  "smiles": "CC1=C(N=O)CC1.[H][H]",
  "multiplicity": 1,
  "homo_energy_ev": -8.9276,
  "de_lowest_kcal_mol": 116.58,
  "e_tot_ev": -8864.15721,
  "homo_lumo_gap_ev": 8.53,
  "elements": ["C", "C", "C", "N", "O", "C", "C", "H", "H", "H", "H", "H", "H", "H", "H", "H"],
  "xyz": [[-1.364144, -0.899956, -0.757654], [-0.532775, 0.159790, -0.133775], [0.772988, 0.330796, 0.146512], [1.862737, -0.525448, -0.088622], [2.921846, -0.066895, 0.298240], [0.625002, 1.693525, 0.773949], [-0.893691, 1.509937, 0.453789], [-1.956075, -0.482993, -1.580878], [-2.074695, -1.300582, -0.024127], [-0.751906, -1.721451, -1.137502], [0.871063, 1.751355, 1.838006], [1.116645, 2.514389, 0.244367], [-1.305237, 2.226975, -0.265121], [-1.550288, 1.469843, 1.329948], [1.004358, -3.577305, -0.787679], [1.302072, -2.907076, -0.649581]],
  "forces_ev_per_a": [[0.038, -0.042, -0.027], [0.021, -0.086, -0.032], [-0.067, -0.048, -0.035], [0.183, 0.290, 0.144], [-0.286, -0.168, -0.126], [0.159, 0.138, 0.097], [-0.161, 0.061, 0.005], [0.082, -0.038, 0.114], [0.092, 0.071, -0.091], [-0.095, 0.144, 0.074], [-0.040, -0.004, -0.153], [-0.077, -0.117, 0.075], [0.054, -0.106, 0.094], [0.090, -0.005, -0.123], [0.030, 0.026, 0.013], [-0.024, -0.117, -0.028]],
  "lowdin_charge": [-0.03, -0.19, -0.25, -0.01, -0.01, -0.10, -0.11, 0.09, 0.09, 0.05, 0.11, 0.11, 0.11, 0.11, 0.03, 0.00]
}



Record 2
{
  "formula": "C8H12NO4S",
  "method": "wB97M-V/def2-TZVPD",
  "total_charge": -1,
  "multiplicity": 1,
  "homo_energy_ev": -2.1906,
  "de_lowest_kcal_mol": 16.57,
  "e_tot_ev": -29005.12043,
  "homo_lumo_gap_ev": 5.38,
  "elements": ["C", "C", "C", "C", "C", "C", "C", "C", "N", "O", "O", "O", "O", "S", "H", "H", "H", "H", "H", "H", "H", "H", "H", "H", "H", "H"],
  "xyz": [[-1.199672, 0.315111, -1.047332], [-1.900905, -2.389707, 0.100998], [-0.835086, -0.547352, 0.749043], [-1.316350, 0.848435, 0.382705], [-0.221352, 1.780865, 0.770391], [-2.699076, 1.206328, 0.938289], [2.909954, -1.190649, -1.123806], [-0.710130, -2.188347, -0.937965], [-0.434992, -0.787278, -0.658906], [-2.718940, -3.234444, 0.024745], [-1.560158, 0.703522, -2.117491], [-1.812308, -1.506578, 1.075335], [1.887065, -1.674834, 1.320162], [2.305919, -2.488013, 0.068365], [0.014104, -0.565753, 1.471607], [-0.216845, 2.794320, 0.390232], [0.768404, 1.335619, 0.501361], [-0.176050, 1.995780, 1.822752], [-2.714478, 1.211637, 2.097312], [-3.399951, 0.607524, 0.391941], [-3.004034, 2.211711, 0.693597], [3.366312, -1.859588, -1.773890], [3.512600, -0.617378, -0.384564], [2.051082, -0.716264, -1.450264], [-0.871688, -2.236378, -1.986406], [0.217874, -2.681356, -0.510884]],
  "forces_ev_per_a": [[0.492, 0.223, -0.044], [1.961, -0.664, -2.825], [2.332, 0.385, 0.849], [-1.047, 0.103, 0.866], [2.011, 0.635, -0.211], [0.742, 0.668, 0.882], [0.134, -0.991, 3.817], [-0.096, 1.227, 2.554], [-0.708, 0.760, 1.258], [-1.611, -1.359, 0.376], [-0.386, 0.063, -0.764], [-0.292, 0.742, 0.501], [-0.422, 0.431, 0.710], [0.727, -0.396, -0.309], [-0.612, -0.556, -0.504], [-0.478, 0.136, -0.874], [-0.668, 0.326, 0.199], [-0.214, -0.519, 0.861], [-0.135, -0.720, -1.952], [-0.810, -0.761, 0.611], [0.267, 0.626, -0.317], [1.388, -0.377, -1.749], [0.034, -0.018, -1.231], [-1.343, 1.322, -1.014], [-0.550, -0.991, -0.709], [-0.715, -0.295, -0.982]],
  "lowdin_charge": [-0.40, -0.46, -0.25, -0.39, -0.03, -0.01, -0.37, -0.02, 0.05, 0.12, 0.11, 0.12, -0.81, 0.56, 0.14, 0.08, 0.11, 0.08, 0.12, 0.07, 0.07, -0.03, 0.03, -0.04, 0.12, 0.03]
}



Record 3
{
  "formula": "C21H25N3O3Tc",
  "method": "wB97M-V/def2-TZVPD",
  "s2": 0.755,
  "multiplicity": 2,
  "homo_energy_ev": [-6.6519, -7.4506],
  "de_lowest_kcal_mol": 0.00,
  "e_tot_ev": -34995.30447,
  "homo_lumo_gap_ev": [7.20, 7.78],
  "elements": ["Tc", "C", "N", "C", "C", "C", "N", "C", "C", "C", "C", "C", "C", "C", "O", "C", "C", "C", "N", "C", "C", "C", "C", "C", "C", "C", "O", "H", "H", "H", "H", "H", "H", "H", "H", "H", "H", "H", "H", "H", "H", "H", "H", "H", "H", "H", "H", "H", "H", "H", "H", "H", "O"],
  "xyz": [[-0.298886, -0.699779, -0.141187], [-3.334842, -1.430363, 0.232948], [-2.499493, -0.239696, -0.017434], [-2.784518, 0.779444, 1.027660], [-2.040124, 0.662891, 2.374355], [-1.288235, -0.618382, 2.733269], [-0.085259, -0.765532, 1.925603], [1.048125, -0.802957, 2.531903], [2.357306, -0.873061, 1.950920], [3.441891, -0.946662, 2.851639], [4.740588, -0.996494, 2.422484], [4.990728, -0.964796, 1.040533], [3.964198, -0.887132, 0.137214], [2.612003, -0.840024, 0.555447], [1.700207, -0.756965, -0.366167], [-2.922059, 0.357297, -1.313919], [-2.832553, -0.538917, -2.548801], [-1.416931, -1.019451, -2.950998], [-0.424649, -0.249864, -2.221705], [0.179626, 0.712045, -2.804653], [0.945790, 1.742158, -2.137877], [1.822492, 2.524054, -2.902144], [2.524441, 3.568853, -2.347450], [2.317300, 3.870185, -0.997728], [1.434457, 3.141602, -0.233532], [0.729473, 2.047371, -0.772059], [-0.108713, 1.382693, -0.012108], [-4.391020, -1.178543, 0.080615], [-3.034962, -2.240244, -0.423120], [-3.207081, -1.774921, 1.252515], [-2.521937, 1.743611, 0.599147], [-3.868374, 0.777501, 1.193216], [-1.304211, 1.467210, 2.415584], [-2.762872, 0.853007, 3.170720], [-1.016457, -0.562833, 3.792167], [-1.895783, -1.513901, 2.609623], [1.033233, -0.765948, 3.624036], [3.222389, -0.964824, 3.913888], [5.555894, -1.055650, 3.129837], [6.012066, -0.999288, 0.680861], [4.148210, -0.855763, -0.928559], [-3.965293, 0.684800, -1.211297], [-2.310751, 1.247928, -1.457840], [-3.496274, -1.398401, -2.450588], [-3.242085, 0.067758, -3.360378], [-1.280128, -2.064875, -2.685092], [-1.276130, -0.902809, -4.029478], [0.066854, 0.811900, -3.888317], [1.948761, 2.282765, -3.952396], [3.213126, 4.151249, -2.943580], [2.856528, 4.693008, -0.543884], [1.270531, 3.377389, 0.810355], [-0.735898, -2.319543, -0.435445]],
  "forces_ev_per_a": [[0.144, 0.007, -0.006], [-0.023, -0.045, -0.019], [-0.072, 0.060, 0.023], [0.007, -0.008, -0.011], [-0.007, -0.007, 0.006], [0.015, 0.000, -0.007], [0.016, 0.017, 0.015], [-0.016, 0.001, 0.000], [0.018, -0.004, -0.001], [-0.006, -0.002, -0.004], [0.001, -0.001, -0.001], [0.001, 0.001, 0.001], [-0.004, 0.011, 0.017], [-0.025, -0.033, -0.002], [-0.057, 0.023, -0.027], [0.008, -0.008, 0.001], [0.003, -0.001, -0.002], [-0.004, -0.001, -0.006], [0.004, -0.023, 0.028], [-0.006, 0.005, -0.009], [0.017, 0.003, -0.013], [0.004, -0.004, -0.001], [-0.006, 0.005, 0.004], [0.006, -0.004, 0.003], [0.004, 0.005, -0.003], [-0.027, 0.010, 0.021], [0.008, -0.019, -0.015], [0.002, 0.012, 0.006], [-0.016, 0.000, -0.016], [0.009, 0.009, 0.008], [0.001, -0.001, -0.006], [0.001, 0.005, 0.008], [-0.001, 0.002, 0.004], [0.002, -0.008, 0.002], [-0.001, 0.003, 0.000], [-0.008, -0.002, -0.004], [-0.002, -0.001, -0.001], [0.002, 0.000, 0.001], [0.000, 0.000, -0.001], [0.000, 0.000, 0.001], [0.003, 0.001, 0.001], [-0.002, -0.002, -0.007], [0.003, -0.001, 0.003], [-0.002, 0.001, 0.002], [-0.003, 0.001, 0.002], [-0.002, -0.001, -0.002], [0.000, -0.002, 0.001], [0.000, -0.003, 0.000], [-0.002, -0.002, 0.000], [0.000, 0.000, -0.001], [-0.001, 0.001, -0.002], [-0.004, -0.002, 0.000], [0.013, 0.000, 0.009]],
  "lowdin_charge": [1.52, -0.08, -0.30, -0.19, -0.14, -0.21, -0.11, -0.07, -0.14, -0.06, -0.10, -0.08, -0.01, -0.32, -0.19, -0.20, -0.14, -0.20, -0.10, -0.07, -0.15, -0.05, -0.10, -0.09, -0.01, -0.35, -0.23, 0.10, 0.07, 0.07, 0.11, 0.12, 0.11, 0.11, 0.11, 0.10, 0.13, 0.11, 0.10, 0.10, 0.12, 0.13, 0.11, 0.10, 0.11, 0.09, 0.11, 0.13, 0.11, 0.10, 0.10, 0.11, -0.48]
}



Record 4
{
  "formula": "C2H8NO6OsP2Se2Te2",
  "method": "wB97M-V/def2-TZVPD",
  "total_charge": 1,
  "s2": 6.026,
  "multiplicity": 5,
  "homo_energy_ev": [-11.1110, -11.6124],
  "de_lowest_kcal_mol": 125.01,
  "e_tot_ev": -182296.85004,
  "homo_lumo_gap_ev": [7.10, 5.85],
  "elements": ["Os", "Se", "Te", "Te", "Se", "N", "C", "C", "P", "O", "O", "O", "P", "O", "O", "O", "H", "H", "H", "H", "H", "H", "H", "H"],
  "xyz": [[1.598356, -1.454267, 0.329101], [3.972654, -1.559967, -0.216203], [5.303242, -1.424375, 1.859506], [3.453324, -2.079586, 3.620665], [1.675129, -3.015216, 2.164299], [-1.510848, 1.189495, -1.951195], [-0.995494, 0.669802, -0.598135], [-1.993697, 1.159964, 0.455178], [-1.137087, -1.142832, -0.776023], [-0.067874, -1.544992, -1.924701], [-2.499842, -1.434316, -1.258145], [-0.493290, -1.681476, 0.517420], [0.737660, 1.444644, -0.328278], [0.328443, 1.797711, 2.257779], [1.653353, 0.245363, -0.842964], [0.976008, 0.964479, 1.284573], [-2.363101, 0.661196, -2.184635], [-0.836612, 1.040805, -2.705114], [-1.725850, 2.186426, -1.907820], [-3.012778, 0.861516, 0.201985], [-1.950844, 2.248547, 0.557685], [-1.742455, 0.731089, 1.422367], [-0.464242, -2.142962, -2.579960], [1.095834, 2.278945, 2.602618]],
  "forces_ev_per_a": [[0.542, 0.256, -0.120], [-0.170, -0.172, -0.042], [0.156, 0.070, -0.017], [-0.074, -0.126, 0.136], [-0.098, -0.139, 0.177], [0.117, 0.047, 0.098], [-0.260, 0.449, -0.218], [0.081, -0.008, -0.057], [0.042, -0.546, 0.127], [-0.023, 0.003, -0.430], [0.087, 0.075, 0.349], [0.007, 0.291, -0.447], [0.338, -0.798, -0.054], [0.173, 0.026, -0.213], [-0.612, 0.430, 0.338], [-0.238, 0.120, 0.020], [-0.043, -0.046, 0.073], [0.049, -0.061, 0.017], [-0.023, 0.039, 0.010], [0.019, -0.030, -0.008], [0.008, -0.030, -0.004], [-0.013, -0.025, -0.004], [0.024, 0.103, 0.152], [-0.088, 0.072, 0.117]],
  "lowdin_charge": [0.85, -0.03, 0.36, 0.34, -0.02, 0.17, -0.60, -0.09, 0.31, -0.18, -0.25, -0.50, 0.88, -0.05, -0.71, -0.46, 0.15, 0.16, 0.16, 0.10, 0.09, 0.09, 0.11, 0.11]
}



Record 5
{
  "formula": "CH5NSi2",
  "method": "wB97M-V/def2-TZVPD",
  "multiplicity": 1,
  "homo_energy_ev": -10.0541,
  "de_lowest_kcal_mol": 46.92,
  "e_tot_ev": -18359.67315,
  "homo_lumo_gap_ev": 8.07,
  "elements": ["C", "N", "Si", "Si", "H", "H", "H", "H", "H"],
  "xyz": [[0.033627, 2.604655, 1.779292], [1.062361, 3.106822, 1.643960], [0.489551, -1.874871, -1.535987], [-1.369758, 1.395023, 2.098300], [1.769150, -1.114419, -1.512386], [0.793117, -3.143417, -0.624287], [0.374674, -2.324176, -2.932345], [-2.337697, 2.703483, 2.011875], [-0.815026, -1.353100, -0.928421]],
  "forces_ev_per_a": [[0.166, -0.692, 0.104], [0.165, 0.355, -0.082], [0.287, -1.731, 1.365], [-0.871, 1.657, -0.168], [-0.526, 0.374, 0.236], [-0.319, 1.188, -0.988], [-0.352, 0.019, -0.045], [0.541, -1.333, 0.136], [0.909, 0.163, -0.559]],
  "lowdin_charge": [-0.58, 0.04, 0.53, 0.68, -0.14, -0.11, -0.15, -0.14, -0.13]
}